No. 1
# C46H57N3PS2TeZr

A molecular structure, C46H57N3PS2TeZr (ωB97M-V/def2-TZVPD, the OMol25 dataset).

Last column: Mulliken charge in e.
Atoms and positions in Å:
Zr (0.69693, -0.36015, 0.25248)  -3.214
C (2.30287, 2.65789, 0.81095)  -1.597
N (1.89551, 1.46554, 1.60023)  1.889
C (0.74431, 1.80578, 2.48370)  -0.530
C (-0.40381, 2.42660, 1.72029)  -1.203
N (-0.89755, 1.56656, 0.59390)  2.344
C (-2.19743, 0.95634, 0.98757)  -0.365
C (-1.09876, 2.39287, -0.60830)  -0.861
C (-2.08379, 3.38113, -0.59674)  -0.652
C (-2.28338, 4.18951, -1.69851)  -1.001
C (-1.48799, 4.01502, -2.82693)  -0.924
C (-0.49776, 3.05397, -2.83097)  -1.040
C (-0.27496, 2.23437, -1.71593)  1.224
S (1.04114, 1.06541, -1.81693)  -0.135
C (2.99211, 1.04955, 2.47970)  -0.845
C (3.82044, 1.98585, 3.09423)  -0.631
C (4.81398, 1.57335, 3.96507)  -0.861
C (4.97754, 0.22016, 4.23511)  -0.787
C (4.14705, -0.70686, 3.63552)  -1.038
C (3.14363, -0.29950, 2.75197)  1.132
S (2.12283, -1.51418, 2.01458)  0.095
H (2.38525, 3.54244, 1.44652)  0.498
H (1.58689, 2.85682, 0.02218)  0.414
H (3.26651, 2.45396, 0.35106)  0.266
H (1.06990, 2.51532, 3.25162)  0.736
H (0.43488, 0.88659, 2.99591)  -0.007
H (-0.09914, 3.38497, 1.30647)  0.551
H (-1.22388, 2.62626, 2.41454)  0.551
H (-2.96889, 1.71693, 1.10658)  0.620
H (-2.07623, 0.43854, 1.93528)  0.256
H (-2.50534, 0.24589, 0.22069)  -1.090
H (-2.69540, 3.53195, 0.28330)  0.442
H (-3.05006, 4.95177, -1.67734)  0.445
H (-1.63763, 4.63510, -3.70050)  0.438
H (0.12882, 2.91545, -3.70214)  0.533
H (3.70612, 3.04225, 2.89977)  0.385
H (5.45739, 2.30757, 4.42983)  0.442
H (5.75414, -0.11025, 4.91160)  0.414
H (4.26766, -1.76395, 3.83416)  0.545
C (0.03351, -2.41826, 4.35352)  -1.883
C (-1.19637, -2.29571, 3.46328)  0.826
C (-2.08337, -1.14600, 3.95543)  -1.866
P (-0.99302, -2.15224, 1.62534)  2.224
C (-2.70627, -2.58020, 1.02630)  1.023
C (-3.50508, -3.53915, 1.91037)  -1.754
C (-2.62811, -3.15670, -0.38492)  -1.112
C (0.03407, -3.55712, 1.08381)  -0.362
C (-0.01138, -4.77993, 1.75386)  -0.390
C (0.77453, -5.85863, 1.38101)  0.349
C (0.71412, -7.17032, 2.11502)  -1.787
C (1.64819, -5.66825, 0.31142)  -1.017
C (1.71923, -4.46471, -0.36466)  -0.710
C (0.90142, -3.39413, -0.00781)  0.646
N (0.95405, -2.15271, -0.70737)  1.429
C (1.69320, -2.12768, -1.95282)  0.408
C (2.89016, -1.40428, -2.04797)  0.528
C (3.55834, -0.76337, -0.85041)  -0.608
C (3.53307, -1.30903, -3.27549)  -1.076
C (3.04090, -1.93220, -4.41267)  0.403
C (3.74936, -1.82189, -5.73508)  -1.709
C (1.88262, -2.68481, -4.28237)  -1.026
C (1.20322, -2.80383, -3.07630)  1.294
C (-0.00539, -3.69650, -3.02183)  -1.248
H (-0.30957, -2.66884, 5.36045)  0.537
H (0.59072, -1.48492, 4.41137)  0.301
H (0.71651, -3.19627, 4.01923)  0.267
H (-1.76283, -3.22281, 3.56816)  0.576
H (-1.53218, -0.20199, 3.93445)  0.173
H (-2.37833, -1.32125, 4.99107)  0.589
H (-2.99787, -1.02366, 3.37217)  0.395
H (-3.24349, -1.62797, 0.98161)  0.446
H (-2.98851, -4.49372, 2.02838)  0.316
H (-4.45463, -3.74986, 1.41444)  0.476
H (-3.73764, -3.14221, 2.89727)  0.380
H (-2.29826, -4.19681, -0.34928)  0.218
H (-1.93811, -2.59814, -1.01285)  -0.900
H (-3.61447, -3.12074, -0.85317)  0.761
H (-0.67362, -4.89734, 2.60479)  0.338
H (-0.16208, -7.22259, 2.76039)  0.387
H (1.59718, -7.31241, 2.74070)  0.324
H (0.67014, -8.00851, 1.41945)  0.390
H (2.29716, -6.48048, 0.00442)  0.431
H (2.42407, -4.34606, -1.17758)  0.609
H (3.94115, -1.52242, -0.16955)  0.348
H (2.90842, -0.10848, -0.24963)  0.163
H (4.37059, -0.11616, -1.17833)  0.407
H (4.44682, -0.72912, -3.34217)  0.405
H (4.44862, -0.98708, -5.74013)  0.388
H (3.04107, -1.67711, -6.55077)  0.399
H (4.31374, -2.73100, -5.95092)  0.311
H (1.48243, -3.19694, -5.15169)  0.515
H (-0.57240, -3.62833, -3.95045)  0.562
H (-0.66112, -3.45961, -2.18964)  -0.310
H (0.30212, -4.73817, -2.90171)  0.424
C (-3.90435, 0.52593, -2.51914)  -1.071
Te (-1.99878, -0.39195, -2.79767)  0.157
C (-3.07842, -2.05227, -3.58788)  -0.882
C (-4.54547, -1.70639, -3.48072)  0.429
C (-5.51731, -2.62163, -3.88720)  -0.698
C (-6.86217, -2.31710, -3.78146)  -0.643
C (-7.25459, -1.08662, -3.26538)  -0.608
C (-6.29707, -0.17495, -2.86112)  -0.613
C (-4.93926, -0.47705, -2.96466)  0.463
H (-3.93342, 1.43928, -3.11161)  0.593
H (-4.04019, 0.80019, -1.47291)  0.405
H (-2.84802, -2.95603, -3.02690)  0.382
H (-2.76316, -2.19618, -4.61986)  0.678
H (-5.21042, -3.57913, -4.29093)  0.471
H (-7.60614, -3.03432, -4.10131)  0.416
H (-8.30485, -0.84121, -3.18136)  0.409
H (-6.60055, 0.78592, -2.46249)  0.467

Output
**Total charge**: +1
**Spin multiplicity**: 1
**Kohn-Sham gap**: 7.04 eV
**HOMO energy**: -9.86 eV


No. 2
# C9H20NOS

2 unconnected molecules or ions with the total composition C9H20NOS (ωB97M-V/def2-TZVPD, the OMol25 dataset).

Last column: natural (NBO) charge in e.
Atoms and positions in Å:
C (-0.96383, -2.70424, -0.86056)  -0.746
C (-1.49130, 2.44800, 0.41357)  0.289
C (2.64956, 0.50953, -0.44027)  -0.439
C (2.78824, -0.96626, -0.08474)  -0.230
C (0.65886, -0.38318, 0.65530)  -0.206
C (1.21953, 0.83585, -0.15472)  -0.245
C (-1.16271, 3.41788, -0.65349)  -0.807
C (-2.53394, -1.56173, 1.43509)  -0.669
C (0.93311, 2.11924, 0.59166)  -0.086
N (1.36761, -1.54649, 0.06538)  -0.665
O (-0.45142, 1.87707, 0.98260)  -0.506
S (-2.55644, -1.99804, -0.43514)  0.599
H (-0.72601, -3.66878, -0.29855)  0.255
H (-0.74049, -2.96376, -1.92419)  0.290
H (3.36113, 1.11800, 0.10043)  0.230
H (2.89718, 0.79443, -1.51138)  0.236
H (3.39337, -1.75283, -0.67998)  0.222
H (3.18730, -1.18719, 0.90549)  0.180
H (0.77754, -0.18558, 1.67123)  0.188
H (-0.38228, -0.55982, 0.48528)  0.156
H (0.56514, 0.73853, -1.03882)  0.203
H (-0.55014, 4.23682, -0.38594)  0.241
H (-2.17493, 3.70725, -1.07087)  0.252
H (-0.61514, 2.81392, -1.41026)  0.233
H (-2.42522, -0.46682, 1.58154)  0.294
H (-3.53201, -1.95584, 1.78879)  0.263
H (-1.79267, -2.19500, 1.87792)  0.244
H (0.97806, 3.02465, 0.11564)  0.204
H (1.63791, 1.95070, 1.51116)  0.205
H (-0.29138, -2.11145, -0.69954)  0.261
H (1.66220, -2.23508, 0.75262)  0.368
H (-3.42722, -3.04762, -0.44296)  0.183

Output
**Total charge**: +1
**Spin multiplicity**: 1
**Kohn-Sham gap**: 7.70 eV
**HOMO energy**: -10.98 eV